Density functional theory data (ωB97M-V with the def2-TZVPD basis set) for a 2-piece molecular cluster, C6H16N3 overall.

```
25
Properties=species:S:1:pos:R:3:forces:R:3
C 1.036 1.101 -0.055 -5.964 -0.215 1.253
C -0.394 0.813 -0.150 1.901 0.276 -0.026
C -1.604 1.488 0.420 1.448 0.989 -1.311
C 3.526 1.002 0.033 -1.169 -0.381 -2.082
C 2.242 -1.227 -0.015 -0.520 1.513 -0.524
C 2.208 0.327 -0.442 1.111 -0.588 -1.124
N -2.879 1.294 0.100 2.907 0.984 1.414
N -2.574 -2.321 0.485 -0.026 -1.810 -3.053
N -3.269 0.433 -0.833 -3.914 -1.944 -0.535
H 1.184 2.016 0.458 0.616 0.902 0.587
H -1.409 2.423 0.944 -0.298 -0.344 0.422
H -3.580 1.973 0.410 0.393 -0.393 -0.033
H -0.611 0.019 -0.825 -0.198 -0.973 -0.129
H 4.234 0.599 -0.642 1.115 -0.413 -0.586
H 3.844 0.717 0.971 0.318 -0.365 2.301
H 3.579 2.056 -0.136 -0.312 0.791 0.184
H 1.503 -1.432 0.758 0.159 0.056 0.069
H 3.234 -1.454 0.316 0.542 0.115 0.654
H 2.119 -1.939 -0.806 -0.578 -0.037 -0.772
H 2.276 0.501 -1.567 -0.326 -0.778 0.961
H -3.218 -3.069 0.049 1.892 1.170 0.485
H -1.734 -2.760 0.853 0.261 -0.465 -0.806
H -3.026 -2.231 1.313 -2.111 1.111 3.361
H -4.138 -0.145 -0.513 2.232 1.361 -0.750
H -2.547 -0.185 -1.129 0.520 -0.562 0.040
```
Positions in Å, forces in eV/Å.

Gap between HOMO and LUMO (alpha / beta) = 8.17 / 8.17 eV
Charge = +1
HOMO level (alpha / beta) = -12.85 / -12.85 eV

=====

Density functional theory data (ωB97M-V with the def2-TZVPD basis set) for a 2-piece molecular cluster, C6H16N3O2 overall.

```
27
Properties=species:S:1:pos:R:3:forces:R:3
C 0.251 -1.777 -0.278 -0.355 -0.875 -1.694
C 1.575 -0.081 1.709 5.969 3.898 -3.445
C 2.568 0.962 -0.487 0.550 -0.530 4.572
C -2.505 1.010 0.397 2.286 -0.153 -1.745
C -1.608 1.839 -0.608 -0.299 0.719 1.940
C 1.654 0.079 0.354 -0.153 0.473 1.974
N -0.924 -2.147 -0.862 4.171 -1.848 2.850
N 1.076 -2.744 0.231 0.876 3.509 0.323
N 0.755 -0.550 -0.489 -3.266 -0.933 -0.761
O -1.683 0.175 1.217 0.964 0.538 0.069
O -1.229 1.182 -1.777 0.121 -0.738 -0.248
H 2.493 0.394 2.208 -1.561 -0.427 -0.518
H -0.650 2.026 -0.094 -0.309 0.166 0.236
H 1.033 -0.573 2.376 -2.913 -2.464 1.977
H 2.223 1.029 -1.434 -1.099 0.426 -2.927
H 2.726 1.914 0.013 0.033 0.128 -0.254
H 3.484 0.422 -0.467 1.166 -0.178 -0.393
H -3.247 0.420 -0.126 0.071 -0.448 -0.163
H -3.023 1.674 0.988 -1.226 1.688 1.459
H -2.018 2.852 -0.818 -0.043 -0.713 0.068
H -1.263 -2.985 -0.465 -0.700 -0.971 -0.119
H -1.538 -1.592 -1.312 -2.084 2.631 -1.519
H 0.789 -3.542 0.701 -1.336 -1.819 0.492
H 1.788 -2.281 0.819 -0.141 -0.457 -0.651
H 0.038 0.091 -0.908 0.941 -0.693 -0.116
H -0.928 0.734 1.558 -1.326 -0.827 -0.423
H -1.837 1.468 -2.444 -0.339 -0.104 -0.985
```
Positions in Å, forces in eV/Å.

Gap between HOMO and LUMO = 10.26 eV
Charge = +1
HOMO level = -13.26 eV

=====

Density functional theory data (ωB97M-V with the def2-TZVPD basis set) for a 2-piece molecular cluster, C6H16N4 overall.

```
26
Properties=species:S:1:pos:R:3:forces:R:3
C 0.257 0.923 2.404 -0.207 0.014 0.083
C 0.768 1.165 1.021 0.502 -0.535 -0.731
C 1.571 0.350 0.310 -0.730 0.494 0.206
C 1.996 0.714 -1.088 -0.114 0.156 -0.064
C 2.108 -0.964 0.807 -0.193 -0.055 0.124
H 1.005 1.218 3.145 -0.147 -0.102 0.138
H -0.028 -0.120 2.564 0.179 0.046 0.085
H -0.640 1.527 2.573 0.142 -0.015 0.128
H 0.441 2.098 0.565 0.127 -0.118 -0.109
H 1.409 1.545 -1.494 0.106 -0.047 0.178
H 1.863 -0.135 -1.766 0.092 0.019 0.108
H 3.051 1.003 -1.098 -0.002 -0.087 -0.110
H 2.019 -1.734 0.033 0.064 0.146 0.034
H 3.166 -0.860 1.069 -0.014 -0.083 -0.039
H 1.577 -1.339 1.686 0.090 0.141 -0.032
N -0.831 -1.731 -2.025 1.021 -0.369 -1.885
N -1.592 -1.623 -0.916 -1.057 1.218 1.940
C -2.030 -0.450 -0.614 0.440 -1.693 -0.620
N -2.672 -0.231 0.560 -0.816 -0.641 2.210
N -1.987 0.701 -1.338 0.462 0.920 -1.501
H -1.111 -2.519 -2.603 0.039 0.247 0.159
H -0.741 -0.884 -2.575 0.007 -0.072 -0.229
H -2.588 -1.068 1.131 -0.148 0.220 0.069
H -2.264 0.551 1.056 -0.049 0.043 0.090
H -2.017 0.527 -2.332 0.112 0.231 -0.185
H -2.729 1.335 -1.074 0.094 -0.079 -0.048
```
Positions in Å, forces in eV/Å.

Gap between HOMO and LUMO = 8.40 eV
SMILES = CC=C(C)C.NN=C(N)N
Charge = 0
HOMO level = -7.50 eV

=====

Density functional theory data (ωB97M-V with the def2-TZVPD basis set) for a 2-piece molecular cluster, C6H16N4 overall.

```
26
Properties=species:S:1:pos:R:3:forces:R:3
C -0.339 1.644 -0.797 -0.325 1.598 -0.216
C -0.822 -0.916 2.262 2.460 -0.317 -3.192
C 1.068 1.845 -2.897 -1.177 -1.624 1.837
C -0.577 -1.887 -0.637 -0.273 -1.271 -0.972
C 0.089 2.527 -1.904 0.467 -0.062 1.576
C 0.159 -0.704 -0.138 0.720 0.664 0.610
N 0.057 0.468 -0.640 -0.093 -1.286 0.501
N -0.166 -0.535 3.300 0.225 0.687 -0.040
N -1.983 -1.429 2.405 0.140 1.129 0.643
N 1.631 -0.896 0.347 -1.955 2.732 2.342
H -1.038 2.116 -0.081 0.277 -0.537 0.054
H 1.872 1.246 -2.285 -1.388 1.281 -1.331
H 0.417 1.129 -3.446 0.772 0.147 0.205
H 1.501 2.479 -3.616 0.651 0.883 -0.546
H 0.075 -2.708 -1.049 -0.237 0.944 0.357
H -1.184 -2.380 0.127 0.185 0.308 -0.198
H -1.225 -1.572 -1.474 0.200 -0.115 0.442
H 0.342 3.462 -1.346 1.103 -0.462 -0.186
H -0.865 2.994 -2.117 -0.656 -0.264 -1.691
H 0.756 -0.228 3.281 1.454 0.825 -0.210
H -0.508 -0.587 4.202 -1.068 -0.236 2.476
H -2.390 -2.043 1.815 -1.428 -1.756 -2.785
H -2.460 -1.373 3.236 -1.338 0.045 2.748
H 2.147 -0.096 -0.158 -0.105 -2.101 0.750
H 1.813 -1.872 0.162 1.183 -0.303 -0.121
H 1.631 -0.682 1.447 0.208 -0.908 -3.052
```
Positions in Å, forces in eV/Å.

Gap between HOMO and LUMO (alpha / beta) = 8.32 / 8.32 eV
Charge = +2
HOMO level (alpha / beta) = -16.50 / -16.50 eV

=====

Density functional theory data (ωB97M-V with the def2-TZVPD basis set) for a 2-piece molecular cluster, C6H16NO overall.

```
24
Properties=species:S:1:pos:R:3:forces:R:3
C -2.761 -0.952 -0.131 -0.052 -0.021 0.244
C -1.976 -0.011 0.735 -0.170 0.148 -0.312
C -0.996 -0.396 1.546 0.100 -0.024 0.407
C -0.240 0.487 2.495 0.025 0.056 -0.424
H -2.414 -1.978 -0.008 0.008 -0.039 -0.082
H -3.812 -0.930 0.153 -0.088 -0.001 0.010
H -2.743 -0.677 -1.187 0.023 0.046 -0.106
H -2.260 1.039 0.703 0.007 -0.016 0.041
H -0.779 -1.462 1.593 0.097 -0.059 0.015
H -0.589 1.520 2.430 -0.001 -0.100 0.107
H -0.349 0.124 3.516 0.013 0.060 0.024
H 0.828 0.481 2.254 -0.056 -0.040 0.183
C 2.312 0.517 -0.635 -0.126 0.029 -0.089
O 3.306 1.385 -1.103 0.082 -0.015 -0.005
C 1.287 0.452 -1.756 -0.103 0.101 0.137
N 0.213 -0.539 -1.404 -0.010 -0.100 -0.338
H 1.840 0.894 0.279 -0.006 -0.042 0.027
H 2.702 -0.489 -0.439 0.030 -0.059 0.044
H 4.068 1.354 -0.514 0.004 0.077 -0.029
H 0.801 1.422 -1.901 0.128 -0.195 -0.022
H 1.759 0.130 -2.682 -0.044 0.040 -0.020
H -0.273 -0.305 -0.514 -0.035 0.081 0.179
H 0.585 -1.484 -1.305 0.092 0.022 0.010
H -0.509 -0.583 -2.126 0.080 0.050 0.001
```
Positions in Å, forces in eV/Å.

Gap between HOMO and LUMO = 10.20 eV
Charge = +1
HOMO level = -13.50 eV

=====

Density functional theory data (ωB97M-V with the def2-TZVPD basis set) for a 2-piece molecular cluster, C6H16NO overall.

```
24
Properties=species:S:1:pos:R:3:forces:R:3
C -2.808 -0.188 -0.420 0.382 0.363 -0.224
O -3.167 0.039 0.938 0.327 -0.444 -0.673
C -1.509 -0.992 -0.604 -0.512 0.028 -0.130
C -0.306 -0.417 0.238 -1.005 0.068 0.199
C -0.244 1.026 0.395 2.916 -1.270 0.185
C 0.445 1.915 -0.541 -1.375 1.271 -0.768
C 1.966 1.595 -0.533 -0.112 -1.107 0.664
N 2.355 -2.276 0.922 -0.089 0.444 -0.068
H -2.664 0.772 -0.949 -0.249 -0.121 0.138
H -3.634 -0.709 -0.899 0.018 -0.079 0.057
H -2.657 0.793 1.223 -0.134 0.438 0.497
H -1.682 -2.023 -0.299 0.291 0.009 0.102
H -1.210 -0.999 -1.652 -0.206 0.045 -0.044
H 0.586 -0.761 -0.303 0.123 0.177 0.053
H -0.340 -0.890 1.218 -0.029 0.126 0.010
H 1.960 -2.738 1.733 0.197 0.005 -0.004
H -0.257 1.349 1.438 -0.758 0.432 -0.134
H 0.297 2.963 -0.266 0.106 -0.110 0.281
H 0.057 1.861 -1.565 0.111 -0.515 0.019
H 2.535 2.322 -1.096 -0.185 0.309 0.033
H 2.127 0.605 -0.960 0.027 0.090 -0.085
H 2.646 -2.992 0.275 0.019 -0.244 -0.118
H 2.301 1.536 0.504 0.303 0.242 -0.124
H 3.203 -1.789 1.202 -0.165 -0.154 0.133
```
Positions in Å, forces in eV/Å.

Gap between HOMO and LUMO = 6.92 eV
Charge = +1
HOMO level = -13.76 eV

=====

Density functional theory data (ωB97M-V with the def2-TZVPD basis set) for a 2-piece molecular cluster, C6H16NO overall.

```
24
Properties=species:S:1:pos:R:3:forces:R:3
C 2.017 -2.240 -1.582 -0.553 0.465 0.066
C 1.048 -1.234 -0.959 0.064 -0.174 -0.329
C -0.582 -2.239 0.550 0.004 -0.095 0.031
N 0.541 -1.697 0.344 0.157 0.554 -0.285
H 2.831 -2.462 -0.900 0.135 -0.170 -0.087
H 1.497 -3.132 -1.913 -0.025 -0.313 0.254
H 2.392 -1.779 -2.484 0.385 0.136 -0.166
H 1.549 -0.281 -0.798 -0.070 0.029 0.164
H 0.178 -1.057 -1.591 -0.008 -0.014 0.030
H -0.785 -2.527 1.571 -0.456 -0.057 0.011
H -1.261 -2.411 -0.280 0.066 -0.051 0.200
H 1.105 -1.460 1.150 0.231 -0.241 0.112
C -1.345 1.433 -0.190 -0.306 0.230 0.028
O -1.989 0.148 -0.268 0.297 0.045 -0.029
C -0.690 1.612 1.163 -0.237 -0.082 0.091
C -0.028 2.979 1.280 -0.356 0.270 -0.267
H -0.634 1.548 -1.016 0.093 -0.036 0.058
H -2.096 2.228 -0.299 0.093 -0.150 -0.064
H -2.654 0.207 -0.960 -0.106 -0.086 0.019
H -1.475 1.506 1.919 0.101 0.009 -0.031
H 0.027 0.807 1.355 0.093 0.045 -0.042
H -0.747 3.771 1.035 0.076 -0.176 -0.013
H 0.296 3.189 2.292 0.254 -0.109 0.099
H 0.805 3.089 0.582 0.068 -0.029 0.148
```
Positions in Å, forces in eV/Å.

Gap between HOMO and LUMO = 9.57 eV
Charge = +1
HOMO level = -14.09 eV

=====

Density functional theory data (ωB97M-V with the def2-TZVPD basis set) for a 2-piece molecular cluster, C6H16NOPS overall.

```
26
Properties=species:S:1:pos:R:3:forces:R:3
C 2.179 2.144 0.755 1.746 1.370 -1.258
C 0.920 -1.477 -2.174 -1.538 1.584 -0.085
C -1.779 -0.798 1.791 2.851 -0.201 -2.730
C -2.907 -0.646 -0.405 -2.618 3.286 -0.277
C 0.764 2.566 0.793 1.693 1.448 0.484
C 1.142 -1.368 -0.748 -0.787 2.897 1.601
N -2.011 -0.027 0.509 2.448 -0.218 1.041
O -0.141 1.534 0.927 -0.396 -0.128 0.961
P -0.582 0.642 -0.297 -0.327 -2.302 -0.041
S -0.957 1.643 -1.935 0.251 -0.516 0.443
H 2.743 3.002 0.345 -0.107 0.114 0.622
H 2.736 1.795 1.591 -0.229 -0.309 1.153
H 2.369 1.500 -0.037 0.090 -1.872 -1.468
H 1.307 -0.678 -2.787 0.179 0.302 -0.010
H 1.261 -2.383 -2.524 0.925 -2.214 -1.016
H -0.166 -1.474 -2.261 -0.049 -0.099 -0.691
H -0.962 -0.284 2.338 -0.735 -0.441 -0.048
H -2.656 -0.909 2.336 -1.652 0.259 0.986
H -1.442 -1.855 1.522 -0.194 1.096 0.397
H -3.985 -0.502 0.104 2.093 -0.823 -1.553
H -2.790 0.105 -1.275 -1.122 -1.682 0.707
H -2.677 -1.639 -0.725 0.004 -0.955 -0.012
H 0.640 3.190 -0.087 -0.772 -0.191 -0.252
H 0.774 3.233 1.640 -1.203 0.182 0.564
H 2.101 -1.028 -0.341 -0.395 -0.087 -0.097
H 0.624 -2.091 -0.164 -0.157 -0.499 0.577
```
Positions in Å, forces in eV/Å.

Gap between HOMO and LUMO (alpha / beta) = 7.90 / 7.90 eV
Charge = 0
HOMO level (alpha / beta) = -7.91 / -7.91 eV

=====

Density functional theory data (ωB97M-V with the def2-TZVPD basis set) for a 2-piece molecular cluster, C6H16O overall.

```
23
Properties=species:S:1:pos:R:3:forces:R:3
C 0.303 1.267 1.636 -1.415 2.784 3.478
C 0.134 1.026 0.142 -0.870 -1.463 0.075
C 0.734 -0.321 -0.350 2.389 1.673 0.902
C -0.022 -1.593 -0.170 -2.266 1.886 5.647
C -1.562 -1.482 -0.341 0.919 -1.683 -1.517
C -1.865 -0.999 -1.847 1.395 -3.033 0.856
H 1.000 0.570 2.165 -0.791 0.245 -0.459
H 0.807 2.418 1.956 -1.668 -3.339 -1.193
H -0.764 1.297 2.208 2.637 -0.342 -1.141
H -0.924 0.893 -0.227 0.882 1.280 0.775
H 0.631 1.902 -0.240 -0.219 -0.102 -1.459
H 0.785 -0.292 -1.416 0.978 0.759 -0.928
H 1.788 -0.349 0.186 -1.695 -0.484 -1.620
H 0.112 -1.837 0.967 -0.042 -0.513 -2.013
H 0.322 -2.286 -0.824 1.347 -2.460 -1.530
H -1.938 -2.560 -0.085 0.213 2.048 -0.807
H -1.909 -0.820 0.432 -0.620 0.340 0.054
H -1.123 -1.530 -2.580 -1.288 0.931 1.340
H -1.765 0.038 -1.966 0.218 1.435 -0.110
H -2.852 -1.292 -2.133 -0.682 -0.111 -0.280
O 3.031 2.189 0.842 2.425 2.946 -0.831
H 2.214 2.382 0.449 -1.547 0.859 -1.026
H 2.864 1.379 1.196 -0.301 -3.656 1.787
```
Positions in Å, forces in eV/Å.

Gap between HOMO and LUMO = 11.62 eV
SMILES = CCCCCC.O
Charge = 0
HOMO level = -10.73 eV

=====

Computed ΔE to the lowest compared entry with this formula, charge and spin (kcal per mole) in order:
57.3, 46.4, 15.2, 100.2, 31.0, 78.6, 32.8, 4.9, 59.3